A.
The molecule CH4N2O3, computed with the ωB97M-V functional and the def2-TZVPD basis.

Values from the calculation:
Orbital gap: 10.36 eV
SMILES: O=C(NO)NO

The geometry in ORCA input format:
```
! wB97M-V def2-TZVPD RIJCOSX def2/J DEFGRID3
* xyz 0 1
O 0.8153 0.2631 -2.1226
C 0.4611 0.0568 -0.9044
N 1.2228 -0.4418 0.1240
O 0.8550 -0.0083 1.4442
N -0.8590 0.4871 -0.5946
O -1.4779 -0.0630 0.5418
H 2.2202 -0.5064 0.0844
H 0.1952 -0.7433 1.7716
H -1.4443 0.2725 -1.4628
H -1.9883 0.6833 1.1185
*
```

=====

B.
A cluster of 3 separate species, CH4N2O3 in total, computed with the ωB97M-V functional and the def2-TZVPD basis.

Values from the calculation:
Orbital gap (alpha / beta): 9.29 / 9.31 eV

The geometry in ORCA input format:
```
! wB97M-V def2-TZVPD RIJCOSX def2/J DEFGRID3
* xyz 0 1
C 0.3807 -1.4956 1.2508
N -0.0346 -2.1441 0.3615
N 0.9422 1.3420 0.1700
O 0.5372 -0.9017 2.2282
O 1.3014 1.5795 1.4046
O -1.5373 0.7671 -2.0138
H -0.8196 1.3666 -2.1330
H 0.0095 -2.3806 -0.5919
H 1.3453 0.7713 1.9421
H -2.1249 1.0954 -2.6186
*
```

=====

C.
The molecule CH4N2O3, computed with the ωB97M-V functional and the def2-TZVPD basis.

Values from the calculation:
Orbital gap: 10.64 eV
SMILES: O=C(NO)NO

The geometry in ORCA input format:
```
! wB97M-V def2-TZVPD RIJCOSX def2/J DEFGRID3
* xyz 0 1
O -1.4235 -1.3487 0.3686
C -0.5616 -0.5965 0.0632
N 0.8219 -0.9266 0.0816
O 1.6366 -0.0077 -0.6195
N -0.8305 0.7884 -0.2311
O 0.0267 1.7046 0.3524
H 0.8745 -1.9966 -0.1334
H 2.0984 0.4381 0.1589
H -1.7129 0.9545 0.2544
H 0.2498 2.3651 -0.4246
*
```

=====

D.
A structure of composition CH4N2O3, computed with the ωB97M-V functional and the def2-TZVPD basis.

Values from the calculation:
Orbital gap: 9.76 eV

The geometry in ORCA input format:
```
! wB97M-V def2-TZVPD RIJCOSX def2/J DEFGRID3
* xyz 0 1
C 0.6772 -0.4550 -0.6189
N -0.6523 0.6162 0.2836
N -1.7949 0.1725 0.2378
O 2.3837 0.5198 0.5761
O 0.4331 -1.1899 0.3559
O 1.8026 0.3622 -0.6775
H 0.1538 -0.6478 -1.6940
H -2.4164 0.0755 1.0469
H -2.2534 -0.3096 -0.6274
H 1.6665 0.8559 1.1176
*
```

=====

What should be chosen as the most stable of them? Choose C.

=====

A.
A cluster of 2 separate species, C5H10OS in total, computed with the ωB97M-V functional and the def2-TZVPD basis.

Values from the calculation:
Orbital gap: 10.01 eV
SMILES: C=C(C)C.O=CS

The geometry in ORCA input format:
```
! wB97M-V def2-TZVPD RIJCOSX def2/J DEFGRID3
* xyz 0 1
C 0.0030 0.3927 1.5130
C 0.4871 0.0240 0.3134
C 1.2541 0.9707 -0.5662
C 0.5584 -1.3228 -0.3570
H -0.4609 -0.2657 2.1156
H 0.0639 1.3120 1.9522
H 0.9639 2.0626 -0.1836
H 0.9220 0.9307 -1.5305
H 2.2353 0.8581 -0.3542
H -0.1285 -1.4852 -1.1275
H 0.1558 -2.0730 0.2648
H 1.6790 -1.5524 -0.6226
O -2.3420 1.8066 -0.1033
C -2.1370 0.6621 -0.4398
S -2.9154 -0.8292 -0.0096
H -1.3584 0.4585 -1.0717
H -4.0956 -0.3687 0.4428
*
```

=====

B.
The molecule C5H10OS, computed with the ωB97M-V functional and the def2-TZVPD basis.

Values from the calculation:
Orbital gap: 8.76 eV
SMILES: C=[S@](C)(=O)C1CC1

The geometry in ORCA input format:
```
! wB97M-V def2-TZVPD RIJCOSX def2/J DEFGRID3
* xyz 0 1
C 0.3528 -0.9077 1.5773
S 1.0514 -0.1528 0.2779
C 1.1790 -1.4633 -0.9981
O 2.5746 1.0864 -0.0759
C -0.1941 0.9442 -0.3473
C -1.5659 0.3754 -0.6033
C -1.3777 1.4109 0.4753
H 0.1131 -0.0921 2.2409
H 1.0958 -1.6406 2.0032
H 1.0206 -0.8493 -1.8558
H 2.1308 -1.9006 -0.7547
H 0.4398 -2.2051 -0.9375
H 0.1365 1.6482 -1.1476
H -1.5652 -0.6304 -0.2534
H -1.9819 0.6804 -1.5053
H -1.7955 2.4884 0.3761
H -1.6141 1.2081 1.5282
*
```

=====

C.
A cluster of 2 separate species, C5H10OS in total, computed with the ωB97M-V functional and the def2-TZVPD basis.

Values from the calculation:
Orbital gap: 9.14 eV

The geometry in ORCA input format:
```
! wB97M-V def2-TZVPD RIJCOSX def2/J DEFGRID3
* xyz 0 1
C -1.4355 2.4776 -1.0090
C -1.3312 1.4770 -0.1400
C 1.6621 -1.1240 -0.2408
C -2.3628 0.3760 0.1579
C 2.1186 -2.2680 0.5819
O 3.1579 0.5337 0.9495
S 2.1919 0.4604 -0.1112
H -2.3000 2.7754 -1.6340
H -0.4746 2.9577 -1.0672
H -0.3634 1.1408 0.2510
H 0.8449 -1.2017 -0.9347
H -3.4017 0.5665 -0.3434
H -2.6613 0.1334 1.2374
H -2.2999 -0.5987 -0.1356
H 2.8107 -1.8438 1.3108
H 2.6208 -3.1201 0.0403
H 1.2237 -2.7421 1.0871
*
```

=====

What should be chosen as the most stable of them? Choose A.

=====

A.
A cluster of 2 separate species, C5H10OS in total, computed with the ωB97M-V functional and the def2-TZVPD basis.

Values from the calculation:
Orbital gap (alpha / beta): 7.21 / 9.11 eV

The geometry in ORCA input format:
```
! wB97M-V def2-TZVPD RIJCOSX def2/J DEFGRID3
* xyz 0 1
C -1.7820 1.8465 -1.7583
C 1.2214 -0.9086 1.6279
C 1.1305 -2.3330 1.4812
C 1.7033 -1.5333 0.3742
C -2.0760 2.5190 -0.4917
O 1.4914 -0.9885 -2.1522
S 0.6406 -1.4711 -1.0813
H -1.0041 2.3492 -2.3841
H -2.2162 0.8971 -2.0316
H 0.3131 -0.2609 1.4521
H 2.0284 -0.3326 2.1256
H 1.8443 -3.0243 2.0323
H 0.2142 -2.8699 1.1987
H 2.6427 -1.9659 0.0787
H -1.2237 2.2913 0.1451
H -2.0262 3.5796 -0.6042
H -2.9020 2.2057 -0.0123
*
```

=====

B.
The molecule C5H10OS, computed with the ωB97M-V functional and the def2-TZVPD basis.

Values from the calculation:
Orbital gap: 9.64 eV
SMILES: C/C=C(\CO)CS

The geometry in ORCA input format:
```
! wB97M-V def2-TZVPD RIJCOSX def2/J DEFGRID3
* xyz 0 1
C 1.0724 0.3568 2.5498
C -0.1076 0.3313 1.5928
C -0.1517 -0.3809 0.4508
C 1.1962 -0.8690 -0.1532
O 2.1617 0.1501 -0.4739
C -1.4017 -0.6148 -0.3418
S -1.4449 0.4173 -1.7752
H 0.9547 -0.2647 3.4263
H 2.0277 0.1255 2.0303
H 1.1433 1.2998 3.0047
H -0.9630 0.7985 2.0462
H 0.8669 -1.4771 -1.0036
H 1.6282 -1.6380 0.4713
H 1.6962 0.9302 -0.7591
H -1.2685 -1.6097 -0.7058
H -2.2290 -0.5787 0.2565
H -1.6781 1.5968 -1.1616
*
```

=====

What should be chosen as the most stable of them? Choose B.

=====

A.
A structure of composition CHI2PS, computed with the ωB97M-V functional and the def2-TZVPD basis.

Values from the calculation:
Orbital gap: 7.59 eV

The geometry in ORCA input format:
```
! wB97M-V def2-TZVPD RIJCOSX def2/J DEFGRID3
* xyz 0 1
C -0.1099 -0.1776 0.7304
P 0.2834 -0.2533 -1.4205
S 1.7193 0.9469 -1.8500
I -0.9398 -2.1031 1.3490
I -1.5933 1.1477 -0.0511
H 0.6404 0.4394 1.2421
*
```

=====

B.
A structure of composition CHI2PS, computed with the ωB97M-V functional and the def2-TZVPD basis.

Values from the calculation:
Orbital gap: 7.41 eV

The geometry in ORCA input format:
```
! wB97M-V def2-TZVPD RIJCOSX def2/J DEFGRID3
* xyz 0 1
C -0.4464 -0.5508 -0.4268
P 0.0324 0.0690 1.1732
S 2.0549 0.1635 0.6975
I -0.7822 1.6978 -0.5082
I -2.3133 -1.5027 -0.4418
H 1.4545 0.1232 -0.4939
*
```

=====

What should be chosen as the most stable of them? Choose A.